1.
{"formula": "C12H28F6N2O4SbTi", "method": "the ωB97M-V functional and the def2-TZVPD basis", "multiplicity": 4, "charge": 2, "s_squared": 3.756, "de_lowest_kcal_mol": 0.0, "species": ["Ti", "C", "C", "O", "C", "C", "O", "C", "C", "O", "C", "C", "O", "H", "H", "H", "H", "H", "H", "H", "H", "H", "H", "H", "H", "H", "H", "H", "H", "F", "Sb", "F", "F", "F", "F", "F", "C", "C", "C", "C", "N", "N", "H", "H", "H", "H", "H", "H", "H", "H", "H", "H", "H", "H"], "positions_angstrom": [[-0.0714, -0.6372, -0.7198], [-1.8458, -2.9595, -0.5975], [-0.5666, -3.4109, 0.0920], [0.5960, -2.6307, -0.2664], [1.3900, -3.0333, -1.4190], [0.7578, -2.6605, -2.7584], [0.2479, -1.3215, -2.6068], [-0.3256, -0.5980, -3.7097], [-0.6233, 0.8080, -3.1861], [-1.1758, 0.8338, -1.8377], [-2.5802, 0.5479, -1.6400], [-2.8809, -0.9333, -1.4694], [-1.9580, -1.5170, -0.5159], [-2.7038, -3.4245, -0.1084], [-1.8577, -3.2448, -1.6517], [-0.4106, -4.4668, -0.1385], [-0.6560, -3.3133, 1.1735], [1.5715, -4.1090, -1.3924], [2.3363, -2.5111, -1.2845], [-0.0594, -3.3280, -3.0432], [1.5173, -2.6873, -3.5413], [-1.2178, -1.1197, -4.0652], [0.3844, -0.5209, -4.5352], [-1.2920, 1.3170, -3.8820], [0.3008, 1.3776, -3.1029], [-3.1713, 0.9237, -2.4776], [-2.8617, 1.1038, -0.7469], [-2.7784, -1.4723, -2.4145], [-3.9051, -1.0629, -1.1150], [1.7817, 0.1404, -0.4381], [3.6585, 0.7213, 0.1562], [2.9207, 0.0957, 1.7987], [2.6983, 2.3378, 0.5779], [5.2613, 1.2959, 0.8475], [3.8318, 1.3135, -1.5988], [4.1211, -1.0231, -0.3193], [0.1542, 3.8644, 2.4183], [-0.0568, 2.4370, 2.9156], [-1.5231, 2.1518, 3.2195], [0.8367, 2.1433, 4.1439], [0.4451, 1.5486, 1.8568], [0.0761, 0.2661, 1.7264], [-0.1231, 4.5635, 3.2052], [-0.4656, 4.0745, 1.5452], [1.1986, 4.0460, 2.1651], [-1.8651, 2.8775, 3.9555], [-1.6939, 1.1701, 3.6689], [-2.1414, 2.2662, 2.3273], [0.5521, 2.8332, 4.9382], [1.8894, 2.2976, 3.9102], [0.6951, 1.1237, 4.5048], [1.2580, 1.8651, 1.2871], [-0.5632, 0.0010, 2.4648], [0.8928, -0.3606, 1.6837]], "mulliken_charge": [0.4847, -0.4887, -0.5777, -0.2982, -0.4562, -0.6147, 0.0713, -0.5822, -0.6084, -0.1923, -0.5874, -0.5223, -0.0784, 0.5083, 0.2820, 0.4499, 0.3150, 0.4808, 0.1393, 0.3393, 0.4954, 0.3660, 0.4682, 0.4231, 0.3346, 0.4799, 0.2739, 0.3032, 0.5031, -0.3082, 2.2184, -0.6178, -0.6760, -0.4516, -0.5169, -0.5180, -1.5847, 1.0040, -1.6861, -1.3746, 0.5017, -0.3416, 0.4279, 0.3925, 0.4156, 0.4450, 0.4720, 0.3821, 0.4629, 0.3665, 0.3462, 0.3505, 0.2576, 0.3212]}

=====

2.
{"formula": "C12H28FeN2O6", "method": "the ωB97M-V functional and the def2-TZVPD basis", "multiplicity": 5, "s_squared": 6.007, "de_lowest_kcal_mol": 17.7, "species": ["Fe", "C", "C", "O", "O", "H", "H", "H", "C", "C", "O", "O", "H", "H", "H", "C", "C", "C", "O", "C", "N", "H", "H", "H", "H", "H", "H", "H", "H", "H", "H", "H", "C", "C", "C", "O", "C", "N", "H", "H", "H", "H", "H", "H", "H", "H", "H", "H", "H"], "positions_angstrom": [[13.2884, 3.2399, -14.8536], [14.5043, 0.6110, -17.7152], [14.0108, 1.6107, -16.7328], [13.9671, 2.8425, -16.9691], [13.6896, 1.2522, -15.5582], [13.8195, 0.5982, -18.5667], [14.6731, -0.4035, -17.3685], [15.4586, 0.9435, -18.1320], [10.2332, 3.1000, -12.1539], [11.3794, 3.1020, -13.1444], [11.1866, 3.0559, -14.3826], [12.5852, 3.2660, -12.7764], [9.4611, 3.7523, -12.5554], [10.5904, 3.4445, -11.1879], [9.8675, 2.0764, -12.0825], [11.9053, 5.2598, -18.1539], [12.8509, 6.4589, -18.0790], [12.6972, 7.3396, -19.3240], [13.3072, 8.5894, -19.1032], [13.2755, 9.3667, -20.2707], [12.4387, 7.1920, -16.8617], [12.1004, 4.6035, -17.3067], [11.9975, 4.6326, -19.0392], [10.8811, 5.6202, -18.0486], [13.9027, 6.2096, -17.9314], [11.6434, 7.4116, -19.6294], [13.1069, 6.7911, -20.1859], [13.6623, 10.3570, -20.0075], [12.2808, 9.5588, -20.6848], [13.9696, 8.9939, -21.0320], [11.4391, 7.3692, -16.8234], [12.8200, 8.1362, -16.8705], [15.5984, 6.8619, -15.1451], [15.0475, 5.4207, -15.0613], [15.6520, 4.6002, -13.9386], [15.2794, 3.2392, -14.1109], [16.1393, 2.3345, -13.4588], [13.5700, 5.3486, -14.9580], [15.1081, 7.4269, -15.9350], [16.6692, 6.8279, -15.3483], [15.4442, 7.4069, -14.2098], [15.3142, 4.9972, -16.0343], [15.2628, 4.9085, -12.9595], [16.7372, 4.7373, -13.8999], [17.0948, 2.2575, -13.9868], [15.6573, 1.3650, -13.3659], [16.3469, 2.7095, -12.4494], [13.3289, 5.9579, -14.1730], [13.2378, 5.9728, -15.7334]], "mulliken_charge": [0.4562, -1.2345, 1.1580, -0.6526, -0.6896, 0.3161, 0.3248, 0.3061, -1.0894, 1.1879, -0.7461, -0.7208, 0.3089, 0.2952, 0.2880, -1.2878, 0.6603, -0.9757, -0.2988, -0.8013, -0.7212, 0.1457, 0.3842, 0.4144, 0.2002, 0.3775, 0.4134, 0.2610, 0.3140, 0.3161, 0.2468, 0.2096, -1.5030, 0.6735, -0.9012, 0.0675, -0.9842, -0.1040, 0.2580, 0.4378, 0.3668, 0.1481, 0.3551, 0.4769, 0.3101, 0.2773, 0.3542, 0.3162, 0.0843]}